#i
Below is a molecular structure, C13H18Br2FeN6S2, with properties calculated with ωB97M-V with the def2-TZVPD basis set.

The geometry in XYZ format:
```
42
C13H18Br2FeN6S2, DFT ωB97M-V with the def2-TZVPD basis set
Fe 1.046 -0.634 1.026
C 0.517 3.323 -1.133
C 0.940 1.984 -0.618
N 0.703 1.580 0.563
N 0.070 2.370 1.465
C 0.068 1.947 2.759
N -0.416 2.798 3.649
S 0.643 0.427 3.215
C 1.761 1.020 -1.417
C 2.063 1.216 -2.745
C 2.909 0.315 -3.390
C 3.434 -0.740 -2.676
C 3.067 -0.877 -1.343
N 2.247 -0.028 -0.727
H 0.917 4.119 -0.497
H 0.873 3.522 -2.137
H -0.573 3.404 -1.134
H -0.203 3.311 1.223
H -0.707 3.735 3.417
H -0.455 2.517 4.615
H 1.664 2.060 -3.290
H 3.158 0.454 -4.434
H 4.113 -1.450 -3.128
H 3.452 -1.701 -0.754
Br 0.082 -3.192 3.646
C 1.984 -3.170 3.593
Br 2.719 -2.388 1.952
H 2.354 -4.184 3.602
H 2.369 -2.576 4.407
C -3.601 -2.521 0.728
N -3.261 -1.679 -0.428
C -4.185 -1.129 -1.310
C -3.496 -0.439 -2.234
N -2.160 -0.571 -1.892
C -2.022 -1.333 -0.796
S -0.570 -1.882 -0.070
H -4.510 -3.068 0.501
H -3.755 -1.903 1.608
H -2.792 -3.220 0.909
H -5.244 -1.289 -1.204
H -3.832 0.114 -3.094
H -1.373 -0.245 -2.427
```

Output
LUMO energy (spin up / spin down)   -6.27 / -6.61 eV
HOMO energy (spin up / spin down)   -14.2 / -14.5 eV
Total charge   +2
Multiplicity   5

#ii
Below is a molecular structure, C13H18Br2FeN6S2, with properties calculated with ωB97M-V with the def2-TZVPD basis set.

The geometry in XYZ format:
```
42
C13H18Br2FeN6S2, DFT ωB97M-V with the def2-TZVPD basis set
Fe -1.276 0.524 -0.351
C 2.628 2.551 -0.970
C 1.297 2.089 -0.474
N 0.285 1.837 -1.213
N 0.327 1.982 -2.560
C -0.773 1.666 -3.290
N -0.720 1.922 -4.590
S -2.151 0.969 -2.603
C 1.031 1.902 0.978
C 1.907 2.349 1.951
C 1.566 2.202 3.290
C 0.357 1.616 3.614
C -0.469 1.196 2.584
N -0.147 1.329 1.299
H 2.864 2.111 -1.939
H 3.420 2.252 -0.289
H 2.656 3.639 -1.064
H 1.137 2.403 -2.997
H 0.054 2.397 -5.028
H -1.508 1.676 -5.169
H 2.838 2.823 1.678
H 2.236 2.551 4.063
H 0.047 1.489 4.641
H -1.432 0.746 2.795
Br -3.538 2.018 0.747
C -4.643 0.486 0.369
Br -3.527 -1.078 0.091
H -5.189 0.666 -0.549
H -5.293 0.299 1.214
C 1.565 -4.127 -1.149
N 0.707 -3.855 -0.005
C 0.416 -4.740 1.016
C -0.411 -4.112 1.873
N -0.611 -2.843 1.361
C 0.072 -2.693 0.209
S 0.183 -1.339 -0.831
H 1.872 -5.168 -1.108
H 2.442 -3.485 -1.115
H 1.015 -3.943 -2.069
H 0.826 -5.734 1.037
H -0.867 -4.444 2.788
H -1.191 -2.129 1.767
```

Output
LUMO energy (spin up / spin down)   -6.28 / -6.37 eV
HOMO energy (spin up / spin down)   -13.8 / -13.8 eV
Total charge   +2
Multiplicity   5

Quick one: most stable of them? #ii

#i
Below is 2 unconnected molecules or ions with the total composition C4H5O3, with properties calculated with ωB97M-V with the def2-TZVPD basis set.

The geometry in XYZ format:
```
12
C4H5O3, DFT ωB97M-V with the def2-TZVPD basis set
C -1.760 0.557 0.393
C -0.516 -0.030 0.584
C 2.385 0.615 0.139
C 0.051 -1.015 -0.171
O 2.920 0.409 -0.887
O 1.973 0.921 1.201
O -0.394 -1.379 -1.466
H -2.387 1.148 1.071
H -2.258 0.493 -0.576
H -0.018 0.160 1.505
H 1.110 -1.275 -0.119
H -1.107 -0.602 -1.675
```

Output
LUMO energy   3.51 eV
HOMO energy   -0.8 eV
Total charge   -1

#ii
Below is 2 unconnected molecules or ions with the total composition C4H5O3, with properties calculated with ωB97M-V with the def2-TZVPD basis set.

The geometry in XYZ format:
```
12
C4H5O3, DFT ωB97M-V with the def2-TZVPD basis set
C -0.354 -0.427 -0.322
C -0.287 0.539 0.875
C 0.310 -2.390 -0.545
C -0.002 1.885 0.840
O 0.370 -2.470 -1.743
O 0.486 -2.992 0.474
O 0.554 2.321 -0.320
H -1.342 -0.865 -0.471
H 0.217 0.103 -1.176
H -0.495 0.053 1.808
H 0.264 2.568 1.642
H 0.278 1.676 -1.062
```

Output
LUMO energy   3.98 eV
HOMO energy   -2.9 eV
Total charge   -1

Quick one: most stable of them? #ii

#i
Below is a molecular structure, C2H4N2O4, with properties calculated with ωB97M-V with the def2-TZVPD basis set.

The geometry in XYZ format:
```
12
C2H4N2O4, DFT ωB97M-V with the def2-TZVPD basis set
C -0.694 -0.004 -0.434
C 1.626 -0.782 0.890
H -1.752 1.631 -1.761
H 0.455 1.615 -0.182
H -0.691 -1.169 1.462
H 2.772 -0.098 0.751
N -0.014 1.214 -0.893
N -0.502 -0.120 1.017
O -0.792 1.966 -1.939
O -1.599 -0.583 -0.909
O 0.703 0.170 1.243
O 1.343 -2.168 1.119
```

Output
LUMO energy   -0.85 eV
HOMO energy   -10.4 eV
Total charge   0

#ii
Below is C2H4N2O4 in the gas phase, with properties calculated with ωB97M-V with the def2-TZVPD basis set.

The geometry in XYZ format:
```
12
C2H4N2O4, DFT ωB97M-V with the def2-TZVPD basis set
C -0.167 -0.318 0.064
C 1.532 -0.822 -1.451
N -0.600 0.812 0.790
N -1.742 0.875 1.542
O -0.813 -1.291 -0.202
O -2.590 0.050 1.473
O -1.721 1.879 2.203
O 1.106 -0.020 -0.401
H 1.231 -1.793 -1.262
H 2.542 -0.449 -1.409
H 0.991 -0.413 -2.391
H 0.233 1.490 1.044
```

Output
LUMO energy   0.28 eV
HOMO energy   -11.4 eV
Total charge   0

Quick one: most stable of them? #ii

#i
Below is 2 unconnected molecules or ions with the total composition C3H5IS, with properties calculated with ωB97M-V with the def2-TZVPD basis set.

The geometry in XYZ format:
```
10
C3H5IS, DFT ωB97M-V with the def2-TZVPD basis set
C 1.193 0.495 -1.196
C -1.220 -0.354 0.891
C 1.746 -0.580 -1.175
S 0.251 1.877 -1.470
I 2.534 -2.311 -0.564
H 0.258 2.285 -0.171
H -1.778 -0.510 -0.069
H -0.060 -0.267 0.837
H -1.462 0.568 1.497
H -1.460 -1.203 1.421
```

Output
LUMO energy   0.28 eV
HOMO energy   -8.7 eV
Total charge   0

#ii
Below is C3H5IS in the gas phase, with properties calculated with ωB97M-V with the def2-TZVPD basis set.

The geometry in XYZ format:
```
10
C3H5IS, DFT ωB97M-V with the def2-TZVPD basis set
C 0.010 0.299 -1.451
C -0.137 0.530 0.967
C 0.240 -0.894 0.532
S -1.031 1.280 -0.407
I -1.298 -2.276 0.793
H 0.970 0.559 -1.416
H -0.272 -0.035 -2.503
H -0.657 0.820 1.868
H 0.917 0.970 0.982
H 1.259 -1.252 0.634
```

Output
LUMO energy (spin up / spin down)   -0.35 / -0.27 eV
HOMO energy (spin up / spin down)   -8.0 / -8.0 eV
Total charge   0

Quick one: most stable of them? #i